Below is 11 unconnected molecules or ions with the total composition C28H80N18O11 in a non-equilibrium geometry, with properties calculated with ωB97M-V/def2-TZVPD.

Structure (XYZ):
```
137
Properties=species:S:1:pos:R:3:mulliken_charge:R:1
H 18.78700 4.80365 3.59056 -0.194
C 9.78469 0.05408 0.53059 -0.772
H 11.13727 1.74993 4.13650 0.664
C 11.78758 1.02933 3.64058 -1.999
H 18.68353 8.36969 1.95745 0.161
H 11.71723 1.24434 6.93194 -0.417
C 18.39656 6.34964 7.56754 0.423
O 16.37599 2.90186 2.32139 -0.781
H 9.33311 2.50081 10.20045 0.286
H 11.84471 4.19033 8.99451 -0.049
H 16.50305 5.93560 7.68654 0.009
N 19.28195 4.54929 4.43343 0.392
N 14.86727 1.97763 5.46040 0.680
H 19.19676 5.38846 4.98899 -0.148
C 12.66405 0.20397 -0.86276 -1.663
N 17.97960 7.70374 2.24221 -0.390
H 17.22733 6.09573 6.02033 -0.109
H 22.43239 1.72808 6.92051 0.278
H 15.10544 7.00197 10.07109 0.315
C 12.26607 -0.74881 0.26666 1.519
H 13.07621 2.57543 1.69739 0.230
C 10.36705 2.80861 10.35641 -0.901
H 11.98348 -2.70074 4.10917 0.197
H 12.94612 -1.60004 3.17653 0.012
H 11.75663 2.75617 0.56227 0.304
H 9.82478 -0.09803 2.61304 0.410
C 14.31283 3.40665 10.10030 -1.342
H 11.55563 5.91913 8.68936 0.231
C 16.44149 3.68344 1.39184 0.578
H 10.52669 -1.13026 7.17575 0.486
C 11.43399 4.81603 7.12652 0.447
N 13.32272 0.52999 7.85036 -0.494
H 21.26924 6.07781 3.70983 0.265
H 18.54446 2.67307 5.34797 0.318
N 18.06067 1.81918 5.58653 0.008
C 13.06529 -2.02379 0.24962 -1.815
H 12.93580 -2.53624 1.20289 0.332
H 13.85981 3.01376 9.19008 -0.431
H 20.69498 3.24218 6.06599 0.626
H 16.60872 4.23842 11.78387 0.368
O 17.07052 6.58317 3.95663 -0.825
C 10.09570 0.65775 1.87582 -1.323
H 14.78567 -1.00738 4.22043 0.062
O 18.11480 -0.38835 5.65768 -0.727
N 17.25174 6.10445 7.03000 0.181
N 16.38768 5.01341 1.61071 -0.232
H 10.53970 -1.41525 -0.70154 0.433
H 11.28447 0.40281 9.83990 0.420
C 15.48827 4.34511 9.94322 2.390
H 14.57739 2.57579 10.75435 0.426
C 17.83269 7.40940 3.48328 0.716
H 15.60573 7.78954 11.57280 0.329
H 10.49660 3.87645 10.53257 0.349
H 9.81265 0.81844 -0.24600 0.328
H 12.79278 1.38931 3.85984 0.074
H 16.25638 2.45935 -0.08291 0.269
O 19.36571 6.67572 6.92205 -0.771
C 21.17902 5.13778 3.16549 -1.552
N 14.86074 -1.91944 4.64776 -0.142
C 11.57603 0.98208 2.08806 1.538
H 20.60092 -0.03186 5.41075 0.210
C 23.05657 2.53477 6.53611 -0.757
C 15.96143 7.23510 10.70437 -0.844
N 12.88392 -2.28670 3.91460 -0.262
C 11.86566 0.49019 7.70481 1.595
H 15.18538 5.04294 12.00589 0.366
C 12.00292 2.43146 1.57321 -1.588
H 9.92057 0.66968 8.84880 0.512
H 13.49146 1.20850 8.57923 -0.043
H 12.25872 3.14084 7.48456 -0.509
H 18.54779 7.94314 5.23434 0.233
H 14.11862 -1.87488 0.01207 0.361
H 16.15313 2.95752 8.65148 0.231
H 17.37212 7.17973 1.62862 0.163
H 17.08774 1.87529 5.85176 -0.241
N 11.74180 4.97867 8.37158 -0.016
C 15.98132 4.96348 11.26544 -1.293
O 14.60200 3.67442 6.74472 -0.623
N 16.33573 3.44474 0.12399 -0.445
C 21.34003 3.82306 5.40675 -1.081
H 19.21659 6.46490 9.25249 0.252
H 9.36521 1.46435 1.93809 0.428
C 13.84256 -2.75996 4.65932 0.391
H 11.91301 -1.67144 7.93758 0.476
H 10.68146 -2.02428 0.80472 0.462
H 19.21058 8.83700 3.80757 0.158
H 14.99204 1.91388 4.46016 -0.201
H 14.09472 0.83444 1.38880 0.158
H 23.22915 3.22335 7.36325 0.303
H 14.36236 1.40823 6.12442 -0.272
C 18.67512 0.67819 5.64146 0.568
N 19.99373 0.77418 5.36929 -0.286
O 22.57481 3.04635 5.30400 -0.420
C 11.59671 -0.92513 7.20883 -1.934
H 12.00053 1.05877 -0.99374 0.291
H 17.49720 6.30994 9.43117 0.250
H 13.67152 0.52616 -0.59950 0.258
N 16.51777 3.48594 9.43117 -0.890
H 15.99074 4.84062 5.17829 -0.374
N 18.32245 6.21098 8.85734 -0.193
H 23.97866 1.98559 6.34569 0.305
C 15.06101 3.16621 5.80381 0.328
O 13.75683 -3.79803 5.27489 -0.734
H 16.33236 5.41592 2.53539 0.120
H 10.76656 2.24201 11.19751 0.320
H 16.36242 4.12282 -0.62407 0.139
O 16.76291 6.13218 11.03923 -0.486
C 20.62383 4.02501 4.04045 0.253
H 8.76859 -0.33759 0.57767 0.461
H 11.68932 3.41356 5.86564 0.071
H 11.50515 3.17362 2.19733 0.498
O 11.11491 5.64816 6.27284 -0.828
H 13.49699 -0.36596 8.28280 0.334
H 12.61183 -2.79546 -0.37247 0.424
H 20.41084 1.67305 5.17397 0.076
N 12.49973 -0.11050 1.58518 1.391
C 10.98037 0.91258 8.92570 -1.213
N 18.66869 8.10538 4.24481 -0.324
N 15.77346 3.88287 4.94247 0.867
H 15.66315 -2.14933 5.21644 0.140
H 21.58758 4.75393 5.91694 0.556
H 22.12551 4.88408 2.68812 0.411
N 11.64504 3.63243 6.85065 0.412
H 16.17656 3.46602 4.11552 0.021
H 16.44118 5.70263 0.87436 0.159
H 13.49395 3.97092 10.54654 0.459
H 12.66658 -0.41428 -1.76046 0.508
H 20.47067 3.04706 3.58410 0.505
H 11.63704 0.08709 4.16747 0.314
H 12.12255 -1.08456 6.26746 0.421
O 13.82747 0.08302 1.92316 -0.340
H 15.37552 5.22734 9.31309 -0.369
H 20.65322 5.34899 2.23434 0.390
O 11.12519 2.32199 9.18098 -0.019
H 16.60565 7.94759 10.18916 0.331
H 17.13981 4.12106 8.95180 0.312
C 10.81147 -1.06923 0.29571 -1.587
```

Its total charge is 0. The SMILES is CC1(C)CCCC(C)(C)N1O.COC[C@H](C)N.COC[C@H](C)N.COC[C@H](C)N.NC(N)=O.NC(N)=O.NC(N)=O.NC(N)=O.NC(N)=O.NC(N)=O.NC(N)=O. The calculation puts the gap between HOMO and LUMO at 8.58 eV. For the LUMO energy, the calculation gives -0.0016 Eh. The calculation puts the highest occupied orbital energy at -8.621 eV.

Below is a gas-phase ion, C17H28F2N3O3S (charge +1) in a non-equilibrium geometry, with properties calculated with ωB97M-V/def2-TZVPD.

Structure (XYZ):
```
54
Properties=species:S:1:pos:R:3:mulliken_charge:R:1
H -4.68737 0.86070 1.24077 0.431
H 2.05636 -3.62614 0.41093 0.320
C -1.52959 1.42698 0.06908 -1.238
N -1.48660 0.59623 -1.13576 0.337
H -0.23162 -0.41071 1.23887 0.085
C 0.13247 -2.61860 -1.28113 0.427
C 0.15340 0.70198 3.03941 -0.984
H -1.88647 2.40994 -0.26849 0.532
O -0.76249 3.87406 1.01428 -0.433
H -4.14679 1.88110 -0.09453 0.351
H 1.38649 0.23005 1.30639 0.521
N 1.34232 3.31361 1.77903 -0.023
C -2.69467 -0.04291 -1.66712 -0.852
C -2.56015 1.01442 1.13641 0.048
C 0.34656 0.46560 1.52242 -0.374
C -3.95275 1.60686 0.94101 -1.589
O -0.39766 -2.60835 -0.19404 -0.481
H 2.33892 0.57266 3.24399 0.377
H -0.46633 -0.10521 3.42391 0.637
C 1.14586 -1.14817 -2.89257 -0.971
H 1.58045 1.65733 4.42257 0.507
H 3.28173 -1.59257 -1.51116 0.423
O 3.41228 2.48950 1.15942 -0.428
C 2.69147 -2.78145 0.15886 -0.961
H 1.48132 2.77898 2.63026 0.317
C 1.46093 0.72534 3.86994 -1.595
H -0.90750 -4.34731 -1.87160 0.450
C -0.31863 -3.57410 -2.35944 -1.557
H -0.96004 -3.07780 -3.08761 0.288
H 1.44927 -0.07781 4.60284 0.333
H 2.70666 -3.19389 -1.96805 0.311
H -3.40240 -0.22126 -0.87133 0.334
C 0.08183 3.03886 1.13552 -0.291
S 0.90006 1.46016 -0.97427 -0.263
H -0.40618 1.62107 3.23339 0.401
H -2.44907 -0.99005 -2.13148 0.329
C 2.48076 3.20039 0.98930 0.465
C -0.02252 -0.13213 -3.01370 -1.213
C 2.52801 -2.34972 -1.29088 -0.576
H 0.52016 -4.04483 -2.87046 0.377
H -3.15387 0.61898 -2.40476 0.306
C -0.32979 0.54520 -1.72482 0.928
H -2.15727 1.34497 2.09507 0.395
C -0.10840 1.62777 0.59859 1.730
F 2.37762 4.00881 -0.06054 -0.199
F -2.62746 -0.38654 1.19640 -0.350
N 1.21870 -1.71570 -1.55243 0.680
H 3.73371 -3.04509 0.32820 0.441
H 2.46117 -1.93789 0.80815 0.062
H 2.08558 -0.65162 -3.12707 0.598
H 0.26448 0.65787 -3.71249 0.470
H 0.99229 -1.91479 -3.65695 0.384
H -0.89307 -0.61960 -3.44296 0.369
H -4.07215 2.48484 1.57065 0.412
```

Its total charge is +1. The calculation puts the gap between HOMO and LUMO at 9.03 eV. For the LUMO energy, the calculation gives -0.1289 Eh. The calculation puts the highest occupied orbital energy at -12.534 eV.

Below is C8H6ClNO3 in the gas phase in a non-equilibrium geometry, with properties calculated with ωB97M-V/def2-TZVPD.

Structure (XYZ):
```
19
Properties=species:S:1:pos:R:3:mulliken_charge:R:1
H 1.30365 -1.78275 -1.82921 0.608
C 0.59856 0.24295 -1.83810 -0.719
O -1.78123 -1.16085 2.21804 -0.566
C 1.12833 -0.82176 0.14104 0.179
H 0.30475 0.49015 -2.80543 0.511
C 1.06144 -0.94384 -1.34671 -0.688
O -0.63475 -2.90655 1.56753 -0.606
H 1.28249 1.23683 1.26723 0.301
O -3.18023 0.40659 0.22827 -0.445
C -0.83855 0.56607 0.16012 -0.273
N -0.90740 -1.70362 1.58809 0.917
Cl -2.15219 2.89066 0.30547 -0.226
C 1.40789 0.63552 0.27655 -0.855
H 0.24494 2.13754 -0.77120 0.817
C 0.33015 1.09616 -0.62954 -0.051
C -2.16791 1.07084 0.26401 0.563
C -0.26714 -0.87823 0.72935 -0.206
H 2.39809 0.96471 -0.21620 0.324
H 1.86911 -1.54041 0.69069 0.415
```

Its total charge is 0. The calculation puts the gap between HOMO and LUMO (spin up / spin down) at 9.00 / 7.60 eV. For the LUMO energy (spin up / spin down), the calculation gives 0.0142 / -0.1038 Eh. The calculation puts the highest occupied orbital energy (spin up / spin down) at -8.612 / -10.426 eV. As for the expectation value of S²: 2.017. Its spin multiplicity is 3.

Below is 3 unconnected molecules or ions with the total composition C4H13NO3 in a non-equilibrium geometry, with properties calculated with ωB97M-V/def2-TZVPD.

Structure (XYZ):
```
21
Properties=species:S:1:pos:R:3:mulliken_charge:R:1
C -0.06262 1.62341 -1.56139 -0.907
H -2.12278 0.93312 -1.72975 0.410
O 2.59095 1.40624 2.00497 -0.652
H -1.28138 1.09825 0.64470 0.391
H 0.89434 1.14126 -1.96932 0.236
H 1.91878 1.08790 1.35706 0.328
H -2.56355 -1.63920 0.25746 0.279
H 2.22387 -2.99437 1.40732 0.308
C -1.33448 0.15849 0.08235 0.153
H -1.12910 -0.35078 -1.95796 0.371
H -0.04501 -1.49229 -0.08468 0.202
H 0.36107 1.96238 -0.60091 0.204
C -1.16960 0.59594 -1.39280 -0.600
H -0.00685 -0.73467 1.36840 0.249
C -2.60144 -0.55377 0.49572 -0.335
H 2.22245 -3.05918 0.01422 0.308
O 2.88784 -3.05095 0.70319 -0.616
O -3.39494 -0.15586 1.30332 -0.452
H -0.29729 2.42574 -2.33224 0.301
N -0.04014 -0.61556 0.36290 -0.489
H 2.94988 2.21391 1.62743 0.310
```

Its total charge is 0. The SMILES is CC[C@H](N)C=O.O.O. The calculation puts the gap between HOMO and LUMO at 10.34 eV. For the LUMO energy, the calculation gives 0.0128 Eh. The calculation puts the highest occupied orbital energy at -9.989 eV.

Below is a molecular structure, C12H12AsHgN4S6, with properties calculated with ωB97M-V/def2-TZVPD.

Structure (XYZ):
```
36
Properties=species:S:1:pos:R:3:mulliken_charge:R:1
H -0.28603 0.47179 5.17313 0.307
Hg 0.32817 1.57657 -0.92214 1.038
H -1.15582 -0.27696 -2.87200 0.225
C -2.05801 -2.20960 -2.52805 -0.959
C 4.24865 2.35358 -0.95900 -0.220
H 4.15370 3.43828 -1.01232 0.419
C 5.03332 0.06016 -0.81483 -0.301
C -2.17331 -1.59561 2.44988 -0.578
H -2.86464 -4.07807 -1.78462 0.365
C -1.42877 -1.02857 -2.13495 0.075
C 0.00585 0.71617 4.15215 -0.919
H -3.01221 -2.25355 2.30323 0.344
C -1.51273 -1.58187 0.07769 0.515
H -2.35969 -3.52678 0.57857 0.322
S 0.49297 1.89020 -3.35413 -0.671
C 3.70056 0.22064 -0.98243 -0.550
S -1.33944 3.36079 -0.76202 -0.673
S -0.85235 5.21853 -3.80456 -0.673
H 2.97316 -0.57976 -1.05630 0.373
C -1.76149 -0.96448 3.56718 -0.416
H 5.60709 -0.85405 -0.71781 0.390
C -2.39715 -3.13193 -1.52964 -0.247
N -0.67323 -0.18696 3.25470 0.192
N -1.14334 -0.71906 -0.87721 0.049
N 3.26773 1.53731 -1.05803 0.068
C -2.12808 -2.82844 -0.21782 -0.946
C -0.35448 -0.31458 1.88915 -0.217
S 5.78504 1.59624 -0.75422 -0.213
H -2.26930 -2.39311 -3.57613 0.373
S 1.12017 0.22825 1.19013 -0.589
S -3.01953 2.39129 -3.81111 -0.674
H -0.25455 1.75776 3.93912 0.292
H -2.17444 -0.98953 4.56709 0.386
As -1.26018 3.28650 -3.03651 0.428
N -1.32039 -1.20267 1.38395 0.383
H 1.08277 0.61151 4.03984 0.302
```

Its total charge is -2. The calculation puts the gap between HOMO and LUMO (spin up / spin down) at 3.15 / 4.55 eV. For the LUMO energy (spin up / spin down), the calculation gives 0.1386 / 0.1385 Eh. The calculation puts the highest occupied orbital energy (spin up / spin down) at 0.620 / -0.777 eV. As for the expectation value of S²: 0.770. Its spin multiplicity is 2.

Below is 2 unconnected molecules or ions with the total composition C2H4N2S in a non-equilibrium geometry, with properties calculated with ωB97M-V/def2-TZVPD.

Structure (XYZ):
```
9
Properties=species:S:1:pos:R:3:mulliken_charge:R:1
N -2.11517 1.34783 1.85738 -0.385
H -0.69368 -0.20824 -1.75228 0.225
C -1.99039 0.22283 1.78059 0.074
H 1.30209 -1.02616 1.81515 0.131
N 0.01912 -0.62560 -1.27967 -0.306
H 0.65135 -1.08410 -1.99927 0.175
H -2.15059 -0.78352 1.73013 0.327
S 1.43162 -1.38905 0.63717 -0.196
C 0.19857 -0.47211 0.02789 -0.046
```

Its total charge is 0. The calculation puts the gap between HOMO and LUMO at 9.39 eV. For the LUMO energy, the calculation gives 0.0295 Eh. The calculation puts the highest occupied orbital energy at -8.583 eV.

In a.u., the electronic energy values for the records above are, in order, -2928.11451 -1652.25505 -1048.83159 -440.62755 -5461.89222 -586.19737.